[1]
ORCA calculation (wB97M-V/def2-TZVPD) on an isolated ion of composition C8H16N3 and charge +1 in a non-equilibrium geometry.

Each line ends with the natural charge from an NBO analysis.
Atoms and positions in Å:
C  2.23136  0.78463  -1.40766  -0.634
C  2.10020  0.77586  0.08710  -0.116
C  3.52495  0.70340  0.66366  -0.575
N  1.31442  -0.34730  0.42893  0.091
N  1.30506  -1.46389  -0.03668  0.041
C  0.44339  -2.40198  -0.12414  -0.047
C  -0.89310  -1.82075  0.14038  0.066
N  -1.05390  -0.63599  0.46552  -0.287
C  -2.19371  0.29271  0.61169  -0.097
C  -3.50814  -0.24316  1.08718  -0.655
C  -2.18583  0.95416  -0.76731  -0.596
H  1.27153  0.56769  -1.86092  0.213
H  2.84326  -0.07008  -1.73638  0.219
H  2.52143  1.60024  -1.97745  0.252
H  1.67235  1.69478  0.53688  0.267
H  4.17221  0.15908  0.07868  0.221
H  3.55466  0.28806  1.61453  0.229
H  3.96297  1.74110  0.70287  0.246
H  0.78728  -3.46269  -0.42770  0.290
H  -1.71719  -2.51501  -0.02151  0.232
H  -2.03590  1.08994  1.45860  0.245
H  -3.44341  -0.63427  2.16754  0.238
H  -4.09870  -1.08743  0.48582  0.232
H  -4.24784  0.73463  1.19579  0.250
H  -2.35742  0.14869  -1.67033  0.221
H  -1.14049  1.33820  -0.93681  0.214
H  -2.82944  1.80937  -0.75826  0.238

The calculated total energy is -478.258261 a.u. For the HOMO energy (alpha / beta), the calculation gives -13.70 / -13.70 eV. The charge is +1. The calculation puts the LUMO energy (alpha / beta) at -0.2167 / -0.2167 Ha. The SMILES is CC(C)N=[N+]=C/C=N/C(C)C.

[2]
ORCA calculation (wB97M-V/def2-TZVPD) on C45H60BiI4N4O2Sb2 as an isolated structure.

Each line ends with the Mulliken charge.
Atoms and positions in Å:
Bi  0.06260  -0.20793  -0.75999  1.478
I  0.04697  -2.95851  2.64879  0.149
C  -1.59789  -1.86348  3.42074  -0.848
I  -1.68903  0.10054  2.63952  0.067
H  -1.46782  -1.79767  4.49392  0.529
H  -2.51435  -2.37703  3.15608  0.410
C  -2.10632  -0.41886  -4.77877  -1.354
C  -2.69465  -1.75355  -4.36360  -0.295
C  -3.52748  -1.68631  -3.08992  -1.287
Sb  -2.55205  -1.83403  -1.18404  0.880
C  -4.30819  -1.84743  -0.01746  0.699
C  -5.12065  -2.97597  -0.12339  -0.449
C  -6.34606  -2.99508  0.52708  -0.743
C  -6.75934  -1.89793  1.27113  -0.567
C  -5.95622  -0.76991  1.35669  -0.663
C  -4.72829  -0.73882  0.70933  -0.515
C  -1.99329  -3.88361  -1.17977  1.161
C  -2.21446  -4.63628  -0.02854  -0.748
C  -1.85213  -5.97580  0.01217  -0.779
C  -1.25798  -6.57360  -1.09033  -0.719
C  -1.03139  -5.83208  -2.24148  -0.877
C  -1.39700  -4.49265  -2.28720  -0.722
Sb  -0.64961  0.61895  -3.58394  1.262
C  -1.63033  2.47633  -3.54790  0.971
C  -2.86358  2.57428  -2.90433  -0.599
C  -3.57974  3.75726  -2.98405  -0.634
C  -3.06477  4.83236  -3.70202  -0.959
C  -1.84289  4.72346  -4.34704  -0.598
C  -1.11609  3.53956  -4.27862  -0.481
C  0.97514  0.78186  -4.91325  1.158
C  0.68957  1.15054  -6.22686  -0.890
C  1.72298  1.29863  -7.14122  -0.919
C  3.03483  1.07063  -6.75178  -0.783
C  3.31949  0.69668  -5.44557  -0.863
C  2.29125  0.55451  -4.52588  -0.114
H  -2.89097  0.33508  -4.86454  0.609
H  -1.60046  -0.49600  -5.74222  0.733
H  -1.92359  -2.52314  -4.31543  0.022
H  -3.35720  -2.06571  -5.17609  0.534
H  -4.22937  -2.51957  -3.02343  0.723
H  -4.11867  -0.76813  -3.05814  0.698
H  -4.81697  -3.83962  -0.70231  0.441
H  -6.97887  -3.86883  0.44839  0.451
H  -7.71449  -1.92044  1.77792  0.423
H  -6.28639  0.09039  1.92334  0.454
H  -4.11525  0.15132  0.77186  0.408
H  -2.69228  -4.19362  0.83624  0.652
H  -2.04213  -6.55482  0.90625  0.477
H  -0.98437  -7.61942  -1.05767  0.457
H  -0.58864  -6.29885  -3.11154  0.495
H  -1.23360  -3.94728  -3.21070  0.335
H  -3.27690  1.73772  -2.34982  0.339
H  -4.54383  3.83977  -2.49916  0.518
H  -3.62603  5.75508  -3.76480  0.441
H  -1.44744  5.55932  -4.90810  0.510
H  -0.14963  3.47858  -4.75843  0.309
H  -0.32605  1.34763  -6.55058  0.476
H  1.49994  1.59221  -8.15802  0.477
H  3.83609  1.17887  -7.47052  0.458
H  4.34297  0.51369  -5.14423  0.544
H  2.53141  0.27929  -3.50850  0.111
N  0.96957  -2.31236  -1.40964  -0.070
C  2.17208  -2.37392  -2.29666  0.121
C  3.21366  -3.36852  -1.80242  -1.098
C  4.11966  -2.87562  -0.67182  -0.606
C  3.45449  -2.50414  0.64956  -0.933
N  2.75979  -1.19392  0.58224  -0.196
H  1.25351  -2.60010  -0.47435  0.137
H  0.28711  -3.00945  -1.70775  -0.312
H  2.60562  -1.37693  -2.36425  -0.233
H  1.81772  -2.64646  -3.29161  0.538
H  3.84512  -3.62772  -2.65433  0.443
H  2.71092  -4.29691  -1.50956  0.363
H  4.70353  -2.01767  -1.02405  0.344
H  4.84753  -3.66129  -0.46592  0.447
H  4.21038  -2.49834  1.43743  0.555
H  2.72741  -3.27338  0.93580  0.197
H  3.43045  -0.50689  0.24866  0.146
H  2.53434  -0.90787  1.53223  -0.029
I  1.87332  0.98277  4.13097  0.103
I  2.96092  2.49052  6.02684  -0.038
C  -2.06178  3.55864  1.25948  -1.593
C  -1.25608  3.13294  0.07255  0.358
C  -0.48311  4.17276  -0.66813  -0.562
O  -1.22016  1.93973  -0.23882  0.092
H  -2.39121  4.59213  1.18445  0.461
H  -1.41915  3.48778  2.14427  0.334
H  -2.91330  2.89524  1.40262  0.299
H  -1.05086  5.09989  -0.73139  0.602
H  -0.20338  3.83655  -1.66304  -0.400
H  0.42271  4.39438  -0.09287  0.319
C  6.25960  5.42633  -3.44938  -1.332
C  5.41021  4.23929  -3.87424  -0.955
N  4.01764  4.59961  -4.14842  0.400
C  3.76301  5.34446  -5.39332  -0.672
C  3.27959  6.76278  -5.14052  -1.153
C  2.94311  4.16969  -3.47497  -0.133
O  1.79347  4.30475  -3.89401  -0.617
C  3.08380  3.48870  -2.13094  -0.422
C  3.99238  3.77637  -1.12385  0.554
C  3.89608  3.08918  0.07958  -1.391
C  2.91921  2.12536  0.22795  -0.608
N  2.02133  1.84017  -0.72914  1.102
C  2.10279  2.54353  -1.85517  -0.836
H  7.27851  5.10428  -3.23688  0.426
H  5.85697  5.91562  -2.56106  0.314
H  6.30848  6.17468  -4.24012  0.377
H  5.43576  3.44233  -3.13389  0.685
H  5.81453  3.80980  -4.79421  0.496
H  3.03143  4.78734  -5.98062  0.285
H  4.70124  5.35490  -5.94689  0.498
H  2.33479  6.75964  -4.59961  0.257
H  3.12782  7.27527  -6.08993  0.435
H  4.01251  7.32915  -4.56594  0.315
H  4.74822  4.53955  -1.24821  0.529
H  4.57112  3.29946  0.89733  0.535
H  2.83021  1.58460  1.16086  0.205
H  1.34645  2.39553  -2.61265  0.464

The calculated total energy is -4005.265365 a.u. For the HOMO energy, the calculation gives -14.82 eV. The charge is +3. The calculation puts the LUMO energy at -0.3067 Ha.

[3]
ORCA calculation (wB97M-V/def2-TZVPD) on an isolated ion of composition C8H15N2 and charge +1 in a non-equilibrium geometry.

Each line ends with the natural charge from an NBO analysis.
Atoms and positions in Å:
C  0.40604  -0.07885  0.51471  0.422
C  -0.16096  0.60408  1.44855  -0.162
C  -1.52743  0.37424  -1.17461  0.395
C  -1.58802  1.04731  1.16537  -0.193
C  0.37148  1.06725  2.77798  -0.633
C  0.61844  -2.16806  -0.69287  -0.566
C  2.25877  -0.32186  -1.18663  -0.597
C  1.40954  -0.98288  -0.11230  -0.363
N  -2.09077  1.08691  -0.20806  -0.601
N  -1.72709  0.36871  -2.44843  -0.781
H  -2.24730  0.19744  1.66238  0.229
H  -1.76504  1.96173  1.66421  0.231
H  0.07154  2.03905  3.27092  0.262
H  1.44163  1.12299  2.63197  0.241
H  0.22680  0.26991  3.48894  0.251
H  1.31637  -2.72272  -1.22293  0.222
H  -0.19556  -1.72649  -1.42387  0.198
H  0.03357  -2.77972  -0.06882  0.231
H  1.63167  0.42090  -1.66146  0.218
H  2.57890  -1.08477  -2.00481  0.231
H  3.14775  0.06834  -0.72571  0.232
H  2.05188  -1.23034  0.70849  0.274
H  -2.64473  1.93892  -0.40583  0.407
H  -1.13380  -0.33701  -3.00799  0.436
H  -2.48370  0.86490  -2.98922  0.415

The calculated total energy is -422.945493 a.u. For the HOMO energy (alpha / beta), the calculation gives -13.11 / -13.11 eV. The charge is +1. The calculation puts the LUMO energy (alpha / beta) at -0.1672 / -0.1672 Ha.